Entry 1:
C4H13N2O2 | ωB97M-V/def2-TZVPD

Results
Strongest force on any atom: 2.2 eV/A
Spin multiplicity: 2
Energy relative to the best compared isomer or geometry (same formula, charge and spin): 72.0 kJ/mol
Net charge: 0
E_LUMO (alpha / beta): 0.70 / 0.46 eV

Last column: Löwdin spin population.
Element x y z (Å)
1 O -1.455668 -0.779656 2.176071  0.088
2 O 1.828625 -1.637222 -0.336486  0.033
3 N 0.062054 -2.699612 -1.307495  0.054
4 N -0.404000 0.394916 -0.190575  0.104
5 C 0.551832 2.618155 0.393348  0.044
6 C 0.771191 -1.605119 -0.941641  0.053
7 C 0.582792 1.131650 0.604959  0.037
8 C 0.168295 -0.282558 -1.412808  0.143
9 H 0.406046 -3.637181 -1.172039  0.004
10 H -0.973518 -0.272779 0.343052  0.055
11 H 1.010342 3.155928 1.234505  0.004
12 H -0.432379 3.111299 0.447863  0.020
13 H 0.423573 0.949119 1.668551  0.009
14 H -2.362924 -0.889593 2.493661  0.018
15 H 1.600926 0.784783 0.550784  0.004
16 H 0.942302 2.958328 -0.565518  0.008
17 H -0.833454 -2.594275 -1.755947  0.039
18 H -0.620911 -0.399877 -2.151529  0.086
19 H -1.109914 -1.677959 2.221484  0.017
20 H -1.151453 1.045195 -0.580580  0.168
21 H 0.996242 0.326454 -1.719661  0.012

Force components x, y, z for each atom (eV/Å):
O -0.20 -0.19 0.18
O 0.12 -0.09 -0.02
N -0.25 -0.36 -0.25
N -0.12 0.00 -1.73
C -0.81 1.65 0.07
C -0.14 0.20 -0.26
C 0.37 0.76 2.05
C 0.32 -0.89 1.44
H 0.16 0.20 0.19
H 0.11 -0.15 0.49
H 0.69 -0.41 -0.34
H -0.19 -0.84 -0.19
H -0.76 -0.14 -0.08
H -0.03 0.24 -0.13
H 0.17 -0.60 -0.99
H 0.37 -0.12 0.10
H 0.00 0.04 -0.02
H -0.18 0.16 -0.11
H 0.24 -0.14 -0.02
H -0.11 0.21 0.16
H 0.24 0.46 -0.55



Entry 2:
C4H13N2O2 | ωB97M-V/def2-TZVPD

Results
Strongest force on any atom: 4.2 eV/A
Spin multiplicity: 2
Energy relative to the best compared isomer or geometry (same formula, charge and spin): 172.7 kJ/mol
Net charge: 0
E_LUMO (alpha / beta): 0.57 / 0.36 eV

Last column: Löwdin spin population.
Element x y z (Å)
1 O 1.804275 -2.500268 -0.443229  0.003
2 O 1.190255 0.750930 -2.075655  0.299
3 N -0.581857 2.390817 -0.842298  0.058
4 N -1.222689 -1.543986 0.771251  0.005
5 C -0.282783 -0.686467 1.488210  0.006
6 C -0.607727 0.907107 -0.554588  0.095
7 C 0.143366 0.253674 -1.704453  0.353
8 C 0.049667 0.682603 0.770349  0.037
9 H -1.161564 2.955684 -0.085992  0.030
10 H -0.310168 1.363519 1.553488  0.010
11 H 0.433298 2.632133 -0.781277  0.013
12 H 2.114550 -3.251726 0.080024  0.000
13 H -0.708291 -2.131668 0.135536  0.001
14 H 2.558901 -1.901091 -0.490042  0.001
15 H -0.637922 -0.287571 2.482577  0.001
16 H -0.729654 2.664551 -1.818517  0.035
17 H -1.698647 0.690457 -0.439570  0.013
18 H 0.640916 -1.176099 1.721246  0.000
19 H -1.901836 -2.002339 1.344812  0.000
20 H -0.201250 -0.733621 -2.046607  0.033
21 H 1.109160 0.923361 0.934734  0.005

Force components x, y, z for each atom (eV/Å):
O 0.09 -0.23 0.26
O 3.48 1.72 -0.66
N 0.80 2.12 2.04
N 0.45 1.19 0.15
C -0.44 1.22 0.49
C -0.86 -1.02 -0.74
C -3.94 -1.38 0.68
C 0.05 0.32 2.70
H 1.44 -1.00 -2.07
H -0.61 0.61 -0.44
H -0.54 -0.03 0.37
H -0.04 0.18 -0.15
H -0.21 -0.37 0.03
H -0.16 0.05 -0.12
H -0.30 -1.25 -0.90
H -1.00 -0.44 -0.17
H 1.05 -0.46 -0.43
H 0.61 -0.50 -0.09
H 0.08 -0.39 0.13
H -0.14 0.12 0.18
H 0.18 -0.46 -1.27



Entry 3:
C4H13N2O2 | ωB97M-V/def2-TZVPD

Results
Strongest force on any atom: 4.1 eV/A
Energy relative to the best compared isomer or geometry (same formula, charge and spin): 192.3 kJ/mol
Net charge: +1
E_LUMO: -2.93 eV

Last column: natural (NBO) charge in e.
Element x y z (Å)
1 O 0.425161 1.819867 0.726785  -0.616
2 O 3.519139 0.045614 0.100435  -0.988
3 N 0.426469 -0.441356 -0.577784  -0.519
4 N -1.589876 2.635050 0.007694  -0.796
5 C -0.584219 1.737389 0.054498  0.655
6 C -1.222135 -2.118538 0.487599  -0.684
7 C -0.637240 0.534682 -0.895217  -0.352
8 C -0.066356 -1.163995 0.617897  -0.262
9 H -2.368836 2.533493 -0.608194  0.414
10 H -2.206470 -1.908040 0.938602  0.258
11 H 0.595509 -1.016087 -1.405476  0.444
12 H -1.518165 -2.380167 -0.584181  0.233
13 H -0.433834 1.187655 -1.853002  0.265
14 H -0.261062 -0.415073 1.398626  0.254
15 H 1.267072 0.220237 -0.474358  0.510
16 H 4.404830 0.109075 -0.260908  0.503
17 H 0.742474 -1.737643 1.059875  0.244
18 H -1.413138 3.482378 0.521417  0.433
19 H -1.657463 0.126961 -0.959372  0.252
20 H -0.898439 -3.188178 0.652650  0.261
21 H 3.476577 -0.063323 1.052414  0.493

Force components x, y, z for each atom (eV/Å):
O -0.01 0.56 0.26
O -1.30 -0.08 -0.64
N -0.55 2.12 -0.93
N 1.02 -0.61 0.30
C 0.46 -0.78 0.34
C -1.06 -2.63 -2.90
C -1.29 2.98 -2.44
C 0.94 -0.49 2.44
H -0.29 0.14 -0.12
H 0.88 0.18 0.29
H 0.02 -0.29 0.30
H 0.37 1.11 0.71
H -0.13 -2.08 1.09
H 0.01 0.02 -0.58
H -0.54 -1.45 0.86
H 0.22 -0.04 0.60
H 0.46 0.10 -0.37
H -0.34 0.19 -0.04
H 0.66 -0.32 -0.09
H -0.30 1.25 0.92
H 0.79 0.12 0.00



Entry 4:
C4H13N2OS | ωB97M-V/def2-TZVPD

Results
Strongest force on any atom: 5.8 eV/A
Energy relative to the best compared isomer or geometry (same formula, charge and spin): 181.1 kJ/mol
Net charge: -1
E_LUMO: 3.38 eV

Last column: natural (NBO) charge in e.
Element x y z (Å)
1 S -4.131917 0.193662 0.389488  -0.745
2 O 0.953202 2.133243 2.473034  -0.977
3 N -0.140726 0.196100 0.103185  -0.680
4 N 2.624511 0.314286 -1.535988  -0.861
5 C -1.409775 -0.259654 0.778663  -0.233
6 C 0.494420 -0.836460 -0.733542  -0.231
7 C -2.538404 -0.588375 -0.132276  -0.559
8 C 2.009620 -0.683129 -0.652582  -0.226
9 H 0.825303 1.721029 1.491073  0.490
10 H -2.400930 -0.081436 -1.100932  0.182
11 H 2.255015 -1.715454 -0.903084  0.157
12 H 1.944891 0.555212 -2.256149  0.360
13 H -1.251812 -1.008151 1.476418  0.183
14 H -0.322399 1.046058 -0.456953  0.358
15 H -0.114754 2.094773 2.653165  0.469
16 H -2.786554 -1.582376 -0.308185  0.193
17 H 0.084218 -0.863980 -1.848992  0.167
18 H -1.647798 0.626376 1.370207  0.195
19 H 2.323658 -0.467895 0.415387  0.195
20 H 0.293238 -1.867545 -0.340059  0.196
21 H 2.936999 1.073722 -0.881885  0.368

Force components x, y, z for each atom (eV/Å):
S -0.16 -0.06 0.40
O -4.82 -1.43 -2.84
N -0.35 -0.68 -0.16
N 0.36 0.12 1.44
C 0.70 2.78 -1.22
C -0.73 0.41 -0.49
C -1.41 2.78 -0.91
C -0.26 -0.79 0.26
H 0.82 0.87 2.98
H 0.49 -0.45 0.08
H 1.29 -0.03 -0.19
H 0.43 0.66 0.41
H 0.92 -1.71 1.27
H -0.25 -0.87 0.38
H 3.95 0.28 -0.18
H 0.23 -2.01 -0.16
H 0.96 0.13 1.93
H -0.56 -0.08 0.02
H -0.53 -0.46 -1.20
H -0.26 1.01 -0.06
H -0.81 -0.47 -1.77